Entry from the OMol25 dataset: 3 unconnected molecules or ions with the total composition C30H63B3N2O5 (wB97M-V/def2-TZVPD).

Calculated values
LUMO level (alpha / beta) ... 0.61 / 0.58 eV

Geometry as ORCA input:
```
! wB97M-V def2-TZVPD RIJCOSX def2/J DEFGRID3
* xyz 0 3
C 2.51018 -0.55010 3.08659
C 2.29211 -0.75647 1.59114
C 3.47573 -0.28139 0.72949
C 3.07175 0.36425 -0.60613
C 3.25090 1.88484 -0.65842
C 2.49555 2.66172 0.42931
C 1.07339 3.03700 0.00629
C 0.14491 3.42914 1.15708
C 0.01049 2.33789 2.23041
C -1.38771 2.12612 2.83262
C -2.55071 2.21007 1.83844
B -2.43967 1.33061 0.55506
O -3.07107 1.70045 -0.63127
B -3.64175 0.64658 -1.31438
O -2.89428 -0.50109 -1.45376
B -1.79808 -0.64646 -0.60902
C -0.63239 -1.61004 -0.98220
O -1.78585 0.10887 0.55335
H 3.51980 -0.85342 3.37701
H 1.81325 -1.14276 3.68225
H 2.37920 0.49865 3.36537
H 1.38449 -0.23288 1.27843
H 2.10850 -1.81784 1.39980
H 4.07345 0.43045 1.30854
H 4.11473 -1.14347 0.52503
H 2.03771 0.10505 -0.86038
H 3.68498 -0.05537 -1.40984
H 2.88252 2.23848 -1.62821
H 4.31626 2.12400 -0.61474
H 2.48139 2.08624 1.36013
H 3.04365 3.58267 0.65191
H 1.14964 3.89067 -0.67588
H 0.62234 2.22370 -0.57855
H -0.83341 3.67567 0.73862
H 0.52297 4.35563 1.60226
H 0.35415 1.38734 1.81498
H 0.68935 2.56188 3.05809
H -1.56453 2.82657 3.65452
H -1.39294 1.12911 3.28476
H -2.76073 3.23877 1.53385
H -3.46206 1.88236 2.35931
H -4.76128 0.70004 -1.71032
H 0.10473 -1.04459 -1.56535
H -0.11380 -2.00478 -0.10840
H -0.97778 -2.43072 -1.61239
C 2.35434 -1.64690 -4.95416
C 2.85653 -0.25498 -5.40202
C 2.58883 0.00659 -6.89409
C 3.53217 -0.71832 -7.84775
C 4.98645 -0.44413 -7.47907
C 5.30581 -0.82059 -6.02856
N 4.32793 -0.09644 -5.13948
O 4.67897 1.10547 -4.87460
C 5.25616 -2.34074 -5.85500
C 6.70916 -0.36171 -5.64930
C 2.11457 0.78947 -4.57747
H 3.15651 -2.29565 -4.62230
H 1.67594 -1.54029 -4.10766
H 1.81348 -2.15735 -5.75236
H 2.67687 1.08311 -7.06975
H 1.54971 -0.26301 -7.09828
H 3.32942 -1.79296 -7.85225
H 3.34437 -0.36891 -8.86481
H 5.66623 -0.99593 -8.13376
H 5.19892 0.62035 -7.61679
H 5.39603 -2.61594 -4.80856
H 6.07662 -2.77124 -6.43062
H 4.33653 -2.79463 -6.21322
H 6.85113 0.69761 -5.84228
H 7.43054 -0.92957 -6.23940
H 6.90206 -0.54571 -4.59204
H 2.37695 0.70096 -3.52230
H 1.04029 0.61991 -4.68227
H 2.33025 1.80552 -4.89768
C -5.56886 0.00931 3.02842
C -4.81204 -1.23985 3.53705
C -5.76764 -2.29554 4.11739
C -6.31068 -1.96760 5.50434
C -5.17269 -1.64394 6.46760
C -4.28241 -0.50317 5.96369
N -3.79958 -0.87257 4.58536
O -2.76914 -1.63152 4.59587
C -5.05268 0.81956 5.98993
C -3.05834 -0.33689 6.85689
C -4.06239 -1.83630 2.35141
H -5.31337 0.90885 3.57650
H -5.31204 0.19880 1.98566
H -6.65037 -0.12317 3.08204
H -5.22836 -3.24630 4.17038
H -6.58408 -2.43488 3.40451
H -7.02408 -1.14008 5.45600
H -6.86807 -2.82832 5.87865
H -5.56045 -1.36682 7.45147
H -4.55203 -2.53458 6.60457
H -4.45807 1.62263 5.55088
H -5.24721 1.07430 7.03255
H -6.01243 0.78048 5.48248
H -2.51174 -1.26891 6.96712
H -3.39022 -0.00179 7.84108
H -2.37996 0.41085 6.44450
H -3.29156 -1.14654 2.00973
H -4.77473 -1.99833 1.53852
H -3.58769 -2.78511 2.58771
*
```

Mulliken atomic charge list, values in e, 99 entries:
1. C -1.53
2. C 1.23
3. C -1.32
4. C 0.82
5. C -1.03
6. C -0.23
7. C -0.42
8. C -1.04
9. C 0.84
10. C -1.13
11. C -0.45
12. B 0.33
13. O -0.52
14. B 0.66
15. O -0.70
16. B 0.46
17. C -0.69
18. O -0.32
19. H 0.40
20. H 0.39
21. H 0.26
22. H -0.94
23. H 0.54
24. H 0.40
25. H 0.42
26. H -0.67
27. H 0.25
28. H 0.29
29. H 0.38
30. H -0.04
31. H 0.42
32. H 0.43
33. H 0.09
34. H 0.36
35. H 0.41
36. H -1.02
37. H 0.83
38. H 0.58
39. H 0.26
40. H 0.35
41. H 0.10
42. H -0.15
43. H 0.01
44. H 0.28
45. H 0.29
46. C -1.54
47. C 2.04
48. C -1.49
49. C -0.45
50. C -1.20
51. C 1.51
52. N 0.75
53. O -0.65
54. C -1.90
55. C -1.89
56. C -2.20
57. H 0.29
58. H 0.33
59. H 0.31
60. H 0.41
61. H 0.41
62. H 0.27
63. H 0.40
64. H 0.40
65. H 0.37
66. H 0.38
67. H 0.44
68. H 0.41
69. H 0.39
70. H 0.43
71. H 0.43
72. H 0.45
73. H 0.45
74. H 0.46
75. C -1.69
76. C 2.11
77. C -1.39
78. C -0.51
79. C -1.22
80. C 1.39
81. N 1.10
82. O -0.70
83. C -1.85
84. C -1.88
85. C -2.19
86. H 0.33
87. H 0.37
88. H 0.28
89. H 0.41
90. H 0.39
91. H 0.26
92. H 0.43
93. H 0.41
94. H 0.35
95. H 0.31
96. H 0.45
97. H 0.45
98. H 0.38
99. H 0.44



Entry from the OMol25 dataset: a molecular structure, C30H64AlN3O31 at a distorted geometry (wB97M-V/def2-TZVPD).

Calculated values
LUMO level ... -12.08 eV

Geometry as ORCA input:
```
! wB97M-V def2-TZVPD RIJCOSX def2/J DEFGRID3
* xyz 2 1
Al 21.39305 -7.67761 -1.52713
C 23.20127 -7.78948 -6.58347
C 23.01452 -8.58608 -5.34596
C 24.31242 -9.20439 -4.84370
O 22.13307 -7.99174 -4.41696
H 23.51742 -6.77594 -6.33670
H 22.31724 -7.59200 -7.18975
H 24.03187 -8.18035 -7.17119
H 22.54634 -9.45898 -5.80090
H 24.18246 -10.00890 -4.11983
H 24.95732 -8.45249 -4.38890
H 24.78922 -9.72180 -5.67621
C 26.58180 -7.72925 -1.88364
O 26.31829 -9.15752 -1.77040
C 25.09935 -9.62276 -1.78588
O 24.08472 -8.85832 -1.67871
O 25.02425 -10.99363 -1.66949
C 26.18870 -11.81854 -1.85529
H 25.89897 -7.21382 -1.20821
H 26.50074 -7.39189 -2.91695
H 27.62722 -7.50315 -1.67370
H 26.66110 -11.58965 -2.81057
H 26.06833 -12.84167 -1.49915
H 26.87721 -11.37693 -1.13487
C 20.74380 -11.23526 -12.46464
O 20.45287 -11.64351 -11.14841
C 20.62044 -10.92506 -10.06697
O 20.80198 -9.73088 -10.00846
O 20.37861 -11.69094 -9.03368
C 20.99386 -11.43564 -7.77227
H 20.36960 -10.21169 -12.48397
H 20.17271 -11.89547 -13.11739
H 21.80838 -11.18450 -12.69311
H 20.40290 -10.72718 -7.19178
H 22.01525 -11.08568 -7.92192
H 20.95444 -12.42908 -7.32544
C 18.59154 -8.10866 -5.79103
O 17.66766 -8.19850 -4.71545
C 17.98125 -8.62628 -3.51285
O 19.09629 -8.76028 -3.05696
O 16.82868 -8.73954 -2.78441
C 16.78663 -9.15670 -1.44205
H 18.99610 -9.08296 -6.06519
H 19.46171 -7.68047 -5.29346
H 18.22538 -7.46905 -6.59410
H 17.26426 -8.39191 -0.82962
H 17.23597 -10.14214 -1.31912
H 15.75396 -9.24643 -1.10495
C 27.88872 -8.03673 -5.98787
O 27.85107 -8.53710 -7.33355
C 27.58288 -7.79389 -8.36818
O 27.56886 -6.59614 -8.40561
O 27.39813 -8.52796 -9.43637
C 27.09895 -8.10280 -10.69585
H 28.64332 -7.25962 -5.86618
H 28.15501 -8.82443 -5.28309
H 26.99382 -7.57290 -5.57302
H 27.87228 -8.23062 -11.45330
H 26.86234 -7.04849 -10.83914
H 26.24530 -8.67585 -11.05776
C 20.87895 -5.11085 -5.88385
O 19.61239 -4.78663 -5.43280
C 19.28671 -4.99609 -4.12265
O 19.90463 -5.71257 -3.35329
O 18.26145 -4.20781 -3.84444
C 17.68728 -4.34152 -2.55889
H 21.34004 -4.20903 -6.28658
H 20.75543 -5.79575 -6.72275
H 21.60545 -5.58727 -5.22557
H 16.87602 -5.06950 -2.56117
H 17.24191 -3.38824 -2.27425
H 18.35134 -4.67980 -1.76349
C 19.61055 -11.67410 -4.14738
O 20.97320 -12.11440 -4.02840
C 21.67676 -11.54822 -3.05321
O 21.38559 -10.53244 -2.36546
O 22.93288 -12.24614 -2.85600
C 23.20748 -13.54423 -3.25843
H 18.96526 -12.20290 -4.84887
H 19.41505 -10.71399 -4.62494
H 19.11165 -11.47733 -3.19844
H 22.52505 -14.30989 -2.88944
H 24.22059 -13.79032 -2.94037
H 23.20395 -13.67047 -4.34109
C 22.45552 -7.72791 -13.59125
O 23.37883 -7.56394 -12.54996
C 23.03605 -7.01724 -11.36814
O 23.89649 -6.85456 -10.52907
O 21.70092 -6.80585 -11.23363
C 21.13750 -6.50520 -9.96139
H 23.08668 -7.99623 -14.43844
H 21.91230 -6.80081 -13.77429
H 21.77534 -8.57399 -13.49336
H 21.36012 -5.52500 -9.53977
H 21.40017 -7.15411 -9.12592
H 20.06374 -6.56889 -10.13770
C 25.78073 -5.19300 -5.34079
O 25.31876 -5.80234 -4.13009
C 24.27518 -5.24343 -3.36504
O 23.52925 -5.83416 -2.57093
O 24.16174 -3.94323 -3.69114
C 23.09819 -3.18201 -3.18354
H 24.94346 -5.10561 -6.03320
H 26.57012 -5.66100 -5.92896
H 26.21882 -4.21478 -5.14262
H 22.99306 -2.18172 -3.60363
H 23.13763 -3.15356 -2.09463
H 22.17076 -3.68592 -3.45571
C 24.80747 -4.30784 -8.99484
N 24.09277 -3.45728 -10.00385
O 24.79664 -2.90967 -10.83983
O 22.85031 -3.19580 -9.83461
H 24.04039 -4.91143 -8.50967
H 25.36838 -3.63032 -8.35108
H 25.52606 -4.94608 -9.50902
C 24.03663 -9.83969 -9.16153
N 24.08062 -11.19461 -9.76087
O 24.21224 -11.23067 -10.97646
O 24.13296 -12.13785 -9.02233
H 22.98715 -9.54526 -9.15786
H 24.64859 -9.08325 -9.65286
H 24.36130 -9.96872 -8.12904
C 25.79621 -12.84228 -5.87764
N 27.03843 -12.63315 -5.05526
O 27.67100 -11.58681 -5.22452
O 27.22804 -13.46713 -4.15276
H 24.98082 -12.99464 -5.17051
H 25.99306 -13.67220 -6.55629
H 25.70648 -11.98906 -6.54999
*
```

Mulliken atomic charge list, values in e, 99 entries:
1. Al 0.61
2. C 0.54
3. C 1.23
4. C 0.70
5. O 0.79
6. H -0.57
7. H -0.20
8. H -0.19
9. H -0.18
10. H -0.68
11. H -0.48
12. H -0.06
13. C -0.30
14. O -0.35
15. C 0.74
16. O -0.37
17. O -0.17
18. C -0.70
19. H 0.27
20. H -0.11
21. H 0.35
22. H 0.19
23. H 0.28
24. H 0.40
25. C -0.64
26. O -0.36
27. C 0.75
28. O -0.53
29. O -0.35
30. C 0.90
31. H 0.30
32. H 0.28
33. H 0.25
34. H -0.41
35. H -0.32
36. H 0.22
37. C -0.23
38. O -0.38
39. C 0.69
40. O -0.21
41. O -0.42
42. C -0.60
43. H 0.22
44. H -0.21
45. H 0.36
46. H 0.26
47. H 0.27
48. H 0.24
49. C -0.06
50. O -0.32
51. C 0.96
52. O -0.60
53. O -0.37
54. C -0.52
55. H 0.49
56. H 0.28
57. H -0.50
58. H 0.33
59. H 0.21
60. H 0.21
61. C -0.37
62. O -0.37
63. C 0.83
64. O -0.61
65. O -0.37
66. C -0.68
67. H 0.45
68. H 0.09
69. H 0.01
70. H 0.29
71. H 0.32
72. H 0.27
73. C -0.58
74. O -0.24
75. C 0.58
76. O -0.49
77. O 0.08
78. C -0.98
79. H 0.49
80. H -0.14
81. H 0.40
82. H 0.34
83. H 0.28
84. H 0.35
85. C -0.56
86. O -0.28
87. C 0.70
88. O -0.36
89. O -0.38
90. C -0.28
91. H 0.28
92. H 0.34
93. H 0.07
94. H 0.39
95. H -0.23
96. H 0.35
97. C -0.79
98. O -0.05
99. C 0.64



The records above yield energy values of -47384.0186, -106654.0047 eV, respectively.